Record 1
The following is a quantum chemistry calculation of a structure of composition C32H51NO14P3Re, from the OMol25 dataset.

Each line ends with the Löwdin charge.
Geometry (Å):
H: -5.280 2.689 1.168  0.149
H: 1.756 4.674 -1.057  0.069
H: -2.620 1.676 -3.942  0.138
C: 4.081 -0.126 -1.211  -0.051
H: -5.131 1.792 -2.210  0.087
H: -3.935 -0.500 -2.248  0.092
O: 2.892 -1.080 0.635  -0.267
Re: -0.421 -1.159 0.400  1.519
O: -3.778 1.830 0.148  -0.143
H: 3.179 3.341 1.286  0.149
P: 0.505 1.883 -0.522  0.511
H: 0.350 3.841 2.319  0.078
C: 1.043 4.762 -1.874  -0.035
H: 4.369 -0.269 -2.254  0.088
O: -0.696 0.232 2.041  -0.168
C: -3.488 3.064 2.267  -0.028
O: 1.701 2.564 0.164  -0.152
H: -2.379 -0.637 -3.091  0.075
O: 0.598 2.314 -1.995  -0.148
C: 1.100 -3.642 -3.614  -0.022
C: -1.054 2.415 0.182  -0.199
H: -4.090 3.607 2.994  0.101
O: -1.152 -2.297 1.837  -0.199
H: -5.068 1.865 -3.978  0.097
N: 2.529 -6.450 -5.152  0.167
H: -0.987 2.272 1.260  0.058
C: 0.280 -5.661 -2.582  -0.017
H: -1.965 -2.048 -1.430  0.042
H: 0.258 -6.743 -2.536  0.128
H: -3.281 2.075 2.678  0.091
C: 1.345 4.161 2.007  -0.026
C: -4.522 2.096 -3.062  -0.037
C: -4.230 4.241 0.147  -0.029
P: -2.415 1.402 -0.447  0.491
O: 2.189 -3.400 1.231  -0.225
H: 1.837 4.585 2.882  0.103
H: 1.739 -4.278 -0.591  0.098
C: 1.082 -5.032 -3.534  -0.228
C: 1.628 -4.496 0.469  -0.257
H: 2.094 -1.807 4.703  0.125
O: -2.216 -0.058 -0.180  -0.343
H: 3.883 -2.231 -0.767  0.127
H: 4.556 -1.979 4.484  0.090
H: -0.965 3.875 -3.523  0.085
H: -4.729 5.028 0.715  0.100
H: 3.433 -5.641 0.668  0.087
H: 2.757 0.995 2.029  0.069
P: 1.661 -1.908 1.222  0.641
C: 2.363 -5.752 0.849  -0.046
C: 0.332 -2.898 -2.737  -0.062
C: -1.287 -2.677 -0.843  -0.218
H: 2.001 3.296 -3.108  0.150
C: 3.970 -1.585 3.653  -0.057
H: 2.512 -3.184 3.675  0.118
H: 1.350 5.598 -2.502  0.101
C: -1.269 -1.738 3.049  -0.236
H: 1.711 -3.160 -4.366  0.123
C: 3.288 -1.317 -0.739  -0.265
C: -1.454 -2.357 4.363  -0.260
H: -0.007 2.700 -4.447  0.091
C: 0.037 3.636 -3.889  -0.033
C: -1.194 -1.195 5.350  -0.220
H: -4.758 4.120 -0.798  0.077
H: -3.207 4.571 -0.053  0.076
H: -1.901 -3.290 -0.186  0.077
H: -1.104 -5.400 -0.974  0.127
H: -3.872 -0.435 -4.016  0.100
H: -4.364 3.175 -3.025  0.083
H: 0.346 -1.811 -2.802  0.106
H: 3.485 0.785 -1.131  0.062
O: -1.712 -3.496 4.644  0.156
C: -4.251 2.966 0.958  -0.375
O: 1.678 -1.527 2.747  -0.254
H: 4.985 -0.005 -0.614  0.088
C: -3.202 1.358 -3.079  -0.388
H: 0.567 -4.566 0.707  0.112
O: -0.935 -1.294 6.509  0.190
O: 0.539 0.352 -0.553  -0.379
C: 2.248 1.846 2.480  -0.022
H: 2.812 2.168 3.359  0.107
C: 2.555 -2.100 3.763  -0.207
H: -2.548 3.606 2.148  0.072
C: 1.003 3.517 -2.733  -0.379
C: 2.173 2.997 1.512  -0.356
H: 1.258 1.537 2.807  0.075
H: 3.989 -0.495 3.702  0.074
H: 4.434 -1.901 2.718  0.077
H: -1.231 3.461 -0.070  0.083
H: 0.052 4.992 -1.470  0.088
C: -1.124 0.087 4.501  -0.252
H: 2.397 -1.461 -1.358  0.086
O: -2.362 1.807 -1.952  -0.177
H: 0.366 4.428 -4.563  0.097
C: -3.354 -0.147 -3.102  -0.037
H: 2.208 -5.990 1.902  0.087
O: -1.130 1.234 4.869  0.139
C: -0.458 -3.510 -1.762  -0.309
C: -1.031 -0.418 3.123  -0.301
C: 1.885 -5.820 -4.438  -0.177
C: -0.479 -4.903 -1.708  -0.056
H: 1.994 -6.583 0.245  0.084
H: 1.257 4.944 1.253  0.080

Computed properties:
Total charge: +1
Kohn-Sham gap (alpha / beta): 6.4 / 7.0 eV
HOMO energy (alpha / beta): -0.390 / -0.398 hartree
Energy relative to the best compared isomer or geometry (same formula, charge and spin): 0.0 kcal per mole
Multiplicity: 2

Record 2
The following is a quantum chemistry calculation of a structure of composition C32H34N4OSb2Se2Te2V, from the OMol25 dataset.

Each line ends with the Löwdin charge.
Geometry (Å):
C: -5.771 0.314 -0.108  -0.094
H: -1.607 -1.213 -5.910  0.006
H: -3.657 5.554 -3.106  0.006
C: 2.895 -0.609 1.181  -0.159
H: -2.017 -2.737 -3.603  0.007
Se: 0.535 3.689 -0.595  -0.027
H: -6.307 0.399 0.829  0.102
C: 2.780 1.486 -2.408  -0.133
H: 0.087 -0.765 -5.579  0.008
N: 1.995 -1.681 2.861  0.182
H: 1.348 -2.068 3.522  0.146
H: -5.596 -1.827 -0.018  0.101
H: -0.935 -1.398 2.671  0.115
H: 4.917 1.449 -2.450  0.115
N: 3.921 -1.138 1.911  0.192
C: 4.034 1.158 -1.900  -0.013
C: -2.626 5.204 -3.145  -0.296
H: 3.597 -4.539 6.617  0.103
C: -4.805 1.382 -2.069  -0.310
H: -1.883 -2.318 -1.880  -0.006
C: 2.959 0.139 -0.036  -0.065
C: -0.836 -0.780 1.787  0.013
C: -0.950 -0.444 -5.505  -0.309
H: 7.263 -2.967 5.068  0.123
C: 4.084 -2.490 3.961  -0.157
C: 5.670 -5.231 7.854  -0.080
H: -3.892 4.778 -0.303  0.011
H: 5.089 0.195 -0.281  0.121
H: 6.464 -5.618 8.486  0.093
Te: 1.920 4.900 -4.069  0.157
H: -3.489 3.194 0.414  -0.008
C: -1.440 -2.179 -2.865  -0.297
H: 2.357 -3.400 4.881  0.105
C: 0.489 0.291 0.077  -0.146
H: -3.796 0.744 -4.533  0.056
H: -5.824 2.419 -0.504  0.112
C: 0.423 -0.507 1.241  -0.062
Te: 1.006 5.872 -1.697  0.177
C: 3.362 -1.775 2.914  -0.258
Sb: -1.457 -0.104 -3.447  1.377
H: -2.946 -0.439 1.544  0.110
N: -0.612 0.855 -0.482  -0.082
H: 4.973 -4.653 8.467  0.096
C: 5.478 -2.389 4.024  -0.011
C: 1.677 -0.938 1.752  -0.124
C: -5.495 1.448 -0.855  -0.066
H: -4.419 -1.986 -2.176  0.107
H: -1.968 5.915 -2.651  -0.046
H: -3.830 -1.007 -4.273  0.065
H: 5.983 -1.785 3.283  0.115
C: 4.136 0.476 -0.708  0.023
C: -4.398 0.121 -2.545  -0.298
H: -5.155 3.450 -2.519  0.065
Sb: -2.489 3.311 -2.132  1.280
Se: 0.278 3.030 -4.320  -0.182
C: 3.433 -3.275 4.907  -0.026
H: -1.070 0.488 -6.054  -0.005
C: -3.615 -0.046 -3.805  -0.288
V: -0.155 1.980 -2.068  -0.450
C: 1.733 0.540 -0.594  -0.165
H: -2.672 1.017 -0.390  0.073
C: -4.707 -1.013 -1.792  -0.066
H: 5.138 -6.066 7.391  0.096
C: -1.948 -0.246 1.177  -0.023
H: -4.427 2.550 -3.858  0.056
H: -0.419 -2.558 -2.853  0.004
C: 4.138 -3.938 5.899  -0.016
H: -2.298 5.082 -4.175  -0.005
H: 2.689 2.013 -3.348  0.026
C: 5.521 -3.821 5.956  -0.282
C: -1.796 0.574 0.066  -0.122
C: -5.375 -0.929 -0.581  -0.100
O: 6.301 -4.419 6.883  -0.072
C: -3.114 4.022 -0.191  -0.293
N: 1.646 1.203 -1.778  -0.083
C: 6.186 -3.042 5.006  0.012
H: -2.245 4.450 0.300  -0.030
C: -4.464 2.647 -2.773  -0.299

Computed properties:
Total charge: 0
Kohn-Sham gap (alpha / beta): 5.4 / 5.3 eV
HOMO energy (alpha / beta): -0.217 / -0.226 hartree
Energy relative to the best compared isomer or geometry (same formula, charge and spin): 0.0 kcal per mole
Multiplicity: 4

Q: Which of these has the lowest multiplicity?
A: C32H51NO14P3Re